Density functional theory data (ωB97M-V/def2-TZVPD) for a gas-phase ion, C4H5N2O (charge +1) at a distorted geometry.

The geometry in XYZ format:
```
12
Properties=species:S:1:pos:R:3:forces:R:3:mulliken_charge:R:1
H 1.198 0.854 -0.891 -0.199 -1.197 -2.273 0.37
O -1.778 0.424 2.505 0.097 -0.117 -0.240 -0.28
N -0.217 1.159 0.571 -1.304 -5.643 -0.233 -0.28
C 0.808 1.586 -0.265 -0.192 -2.219 0.429 -0.74
H -2.494 -1.125 1.215 1.779 2.141 0.639 0.29
H 1.713 1.708 0.236 1.502 0.776 2.255 0.40
H 0.533 2.518 -0.562 -0.632 2.678 -1.522 0.36
C -1.727 -0.228 1.528 -3.668 -2.139 1.354 0.15
C -0.759 -1.735 -0.107 1.866 7.474 1.454 -0.64
H -1.074 -3.840 -0.647 0.172 -0.761 0.176 0.45
C -0.815 -2.899 -0.243 -0.524 -1.951 -0.899 0.36
N -0.679 -0.080 0.566 1.103 0.959 -1.139 0.56
```
Forces are in eV/Å.

Values from the calculation:
* frontier orbital gap: 8.58 eV
* molecular weight: 97.10 g/mol
* maximum force: 7.8 eV Å⁻¹
* net charge: +1
* relative energy (zero: lowest compared OMol25 entry of this formula, charge and spin): 7.330 eV
* SMILES string: C#C/[N+](C=O)=N\C